A single C9H8ClN molecule, computed with ωB97M-V with the def2-TZVPD basis set.

```
19
Properties=species:S:1:pos:R:3:forces:R:3:nbo_charge:R:1
C 0.4107 -0.3977 -0.8744 3.292 1.283 -0.613 -0.058
C 1.6529 -0.2589 -0.4086 -1.066 -0.177 -0.398 0.067
C -3.3617 -0.5066 0.7602 -0.324 -0.224 0.117 -0.165
C -2.9667 -1.3460 -0.3278 -3.170 -0.427 -0.350 -0.251
C -2.3087 0.1258 1.4271 -0.178 -1.887 -2.321 -0.292
C -1.6852 -1.3618 -0.7109 -0.891 0.723 0.607 -0.007
C -0.9401 0.1269 0.9863 -0.587 1.240 1.211 -0.012
C 3.3063 1.1822 0.6823 -0.599 0.837 0.034 -0.645
C 2.8809 -0.0114 -0.0116 -1.705 -2.725 0.322 -0.030
N -0.7534 -0.5415 -0.1285 -0.877 -2.124 -0.647 -0.378
Cl 4.0437 -1.3474 -0.0219 -0.176 0.244 -0.095 -0.023
H 0.1938 -0.1382 -1.9095 0.255 -0.253 -0.006 0.213
H -4.4945 -0.4839 0.9919 2.185 0.332 -0.034 0.228
H -3.7858 -1.9454 -0.9473 2.076 1.219 1.560 0.229
H -2.3929 0.6842 2.2697 -1.017 1.465 2.427 0.208
H -1.4766 -2.0087 -1.4892 1.298 -0.882 -1.554 0.213
H 3.5608 1.0955 1.7401 -0.297 -0.348 -0.135 0.240
H 4.1678 1.4408 0.1498 1.609 1.216 -0.513 0.222
H 2.5045 1.8909 0.4989 0.173 0.487 0.388 0.240
```
Forces are in eV/Å.

frontier orbital gap = 8.09 eV
relative energy (zero: lowest compared OMol25 entry of this formula, charge and spin) = 85.8 kcal per mole
HOMO level = -8.001 eV